The following is a DFT calculation (wB97M-V/def2-TZVPD) of a cluster of 5 separate species, C20H55N5O5 in total in a non-equilibrium geometry.

Geometry (Å):
C 0.11410 0.02822 -2.74885
O 0.39782 0.40599 -1.41009
C 0.01577 -0.54978 -0.45469
C 0.08061 0.08624 0.89346
C -0.31709 -0.91145 1.95846
N -0.85177 1.23444 0.95720
H 0.95991 0.24511 -3.39264
H -0.80289 0.55998 -3.03636
H -0.15010 -1.02449 -2.89601
H -0.97696 -0.98073 -0.65830
H 0.70565 -1.41577 -0.46863
H 1.11727 0.39848 1.05269
H 0.48082 -1.63390 2.15331
H -1.23491 -1.43344 1.68671
H -0.44710 -0.40320 2.91702
H -1.23182 1.49647 0.05901
H -1.60731 0.99318 1.58518
C -2.18466 3.24958 6.19108
O -1.02091 3.66770 5.54198
C -1.18211 3.85396 4.16523
C 0.15428 4.21157 3.54680
C 1.21708 3.14327 3.79429
N 0.50941 5.58482 3.95013
H -2.51708 2.24022 5.90838
H -3.03680 3.90603 5.95768
H -1.98810 3.27248 7.26057
H -1.58689 3.00927 3.59018
H -1.82973 4.71279 3.92650
H -0.02986 4.21494 2.46684
H 1.50630 3.14577 4.84390
H 2.08397 3.43082 3.19009
H 0.86153 2.19326 3.41965
H 1.48675 5.74484 3.71896
H 0.48303 5.56958 4.97050
C 3.92222 -4.68209 -0.25916
O 3.03496 -5.75812 -0.40353
C 1.85737 -5.65357 0.37247
C 0.90915 -4.55141 -0.07112
C -0.30862 -4.46219 0.83772
N 0.48804 -4.76803 -1.48001
H 3.45936 -3.73100 -0.01342
H 4.43594 -4.51715 -1.21577
H 4.74809 -4.97021 0.40201
H 1.32671 -6.60535 0.27409
H 2.10296 -5.55485 1.44289
H 1.39162 -3.57020 -0.06511
H -1.00150 -5.28109 0.62473
H -0.84002 -3.54650 0.57918
H -0.01479 -4.48336 1.88440
H 1.07194 -5.49577 -1.88665
H -0.43791 -5.18956 -1.47400
C -4.44649 0.58757 -0.06913
O -4.06783 1.72845 0.63445
C -4.20152 2.91222 -0.13289
C -3.50302 4.07546 0.52778
C -4.01358 4.30464 1.96338
N -3.64194 5.26561 -0.31604
H -3.80064 0.38860 -0.93647
H -5.51113 0.56467 -0.31664
H -4.23621 -0.26795 0.58433
H -3.76496 2.75964 -1.12543
H -5.27539 3.14784 -0.20604
H -2.44492 3.80112 0.63408
H -5.11327 4.33940 1.83845
H -3.78162 5.25839 2.42708
H -3.83575 3.41636 2.56544
H -4.57137 5.65744 -0.19435
H -3.00322 5.96742 0.04278
C 2.00161 -0.49501 -6.44179
O 2.63644 -1.74023 -6.29536
C 3.76446 -1.73854 -5.43967
C 3.62340 -2.83349 -4.39712
C 2.41316 -2.61664 -3.50858
N 4.85860 -2.75655 -3.55852
H 0.96860 -0.69531 -6.74022
H 2.48129 0.14918 -7.17908
H 1.90235 -0.02607 -5.45623
H 4.63887 -1.90765 -6.07850
H 3.86492 -0.77636 -4.92542
H 3.62877 -3.80375 -4.90012
H 2.68922 -2.00828 -2.65025
H 2.13415 -3.58212 -3.07159
H 1.53664 -2.35795 -4.09834
H 5.64980 -2.45013 -4.11572
H 5.09686 -3.69378 -3.25322

- Frontier orbital gap: 9.7122 eV
- Charge: 0

Results of the Mulliken charge analysis, in e, for atoms 1 through 2: -0.783 -0.425

***

The following is a DFT calculation (wB97M-V/def2-TZVPD) of a cluster of 5 separate species, C25H48N2O9 in total.

Geometry (Å):
C 7.25547 1.32510 0.43223
C 6.25463 0.20729 0.34663
O 6.07405 -0.47562 -0.63249
O 5.58283 0.03522 1.49706
C 4.74440 -1.13082 1.54151
C 3.34445 -0.85454 0.97802
C 2.78894 -2.03242 0.17384
C 2.37653 -3.26996 0.98752
C 0.89121 -3.00981 1.27181
O 0.82438 -2.24885 2.45145
C -0.49211 -1.82561 2.80647
C -0.84386 -0.42785 2.26258
N -1.97646 -0.43174 1.34814
C -2.67766 0.83385 1.21771
C -1.86734 2.02414 0.69034
C -1.08156 1.69865 -0.58232
O -0.93440 2.51997 1.66264
N 0.40599 -2.25990 0.11165
C 1.48478 -1.60071 -0.50454
O 1.37598 -0.81981 -1.41930
H 7.13411 1.89215 1.35304
H 7.12071 1.99381 -0.41921
H 8.25860 0.89895 0.38813
H 5.22696 -1.94909 1.00385
H 4.68252 -1.38249 2.60194
H 2.67689 -0.58210 1.79719
H 3.40672 0.00118 0.29982
H 3.51090 -2.26976 -0.61276
H 2.50334 -4.21076 0.45471
H 2.89710 -3.29183 1.94837
H 0.26684 -3.90414 1.35461
H -1.22235 -2.57041 2.47383
H -0.51592 -1.80783 3.89993
H 0.06774 -0.05375 1.77636
H -1.04367 0.25759 3.08756
H -1.69524 -0.79307 0.44754
H -3.50835 0.68266 0.51658
H -3.13019 1.08507 2.18490
H -2.58106 2.83032 0.46706
H -1.29441 2.43772 -1.35839
H -0.01394 1.78036 -0.36620
H -1.27589 0.69879 -0.96922
H -1.42229 3.01652 2.32848
H -0.15209 -2.77591 -0.55742
C -3.60920 -3.79317 0.99246
C -2.93796 -5.10938 1.29475
C -3.83214 -6.26055 1.67541
O -1.73434 -5.23238 1.23038
H -2.85658 -3.04873 0.74504
H -4.30043 -3.90918 0.15589
H -4.17120 -3.44657 1.86089
H -4.53906 -6.47206 0.87136
H -4.40424 -6.01078 2.56990
H -3.22982 -7.14536 1.86829
C 1.70557 6.23130 -2.33529
C 1.02888 4.88403 -2.39322
C 1.89897 3.67316 -2.15128
O -0.15463 4.77541 -2.62055
H 0.98667 7.02096 -2.52329
H 2.15444 6.38169 -1.35222
H 2.49846 6.28303 -3.08337
H 2.34979 3.73087 -1.15910
H 2.69705 3.63019 -2.89430
H 1.29627 2.77080 -2.21986
C 1.47904 11.71439 -2.65130
C 2.22835 10.51626 -2.12049
C 3.44484 10.79869 -1.27179
O 1.87264 9.38752 -2.36220
H 0.62977 11.38166 -3.24266
H 1.12586 12.33143 -1.82352
H 2.13845 12.32273 -3.27245
H 3.16159 11.38302 -0.39488
H 4.17441 11.37441 -1.84360
H 3.89381 9.86146 -0.95243
C -8.11016 -9.04396 -1.39577
C -6.88175 -8.72268 -0.57935
C -5.55477 -9.16159 -1.15184
O -6.95691 -8.14469 0.47896
H -8.99624 -8.68029 -0.88171
H -8.04055 -8.57280 -2.37754
H -8.19136 -10.12236 -1.54088
H -5.39359 -8.69472 -2.12494
H -5.54631 -10.24399 -1.28872
H -4.75094 -8.87830 -0.47646

- Frontier orbital gap: 8.8826 eV
- Charge: 0

Results of the Mulliken charge analysis, in e, for atoms 1 through 2: -1.068 0.804

***

Number 1: LUMO 0.7 eV, HOMO energy -9.04 eV. Number 2: LUMO 0.7 eV, HOMO energy -8.23 eV.